Formula: C29H57BrN18O11SSi
Source: the Open Molecules 2025 dataset
Level of theory: wB97M-V/def2-TZVPD

Output
SMILES string: Cc1c(CC(=O)Br)c(CCO[Si](C)(C)C)c(COc2ccccc2)c2nsnc12.NC(N)=O.NC(N)=O.NC(N)=O.NC(N)=O.NC(N)=O.NC(N)=O.NC(N)=O.NC(N)=O
E_LUMO: -1.35 eV
HOMO energy: -0.2868 Eh
calculated total energy: -169084.363 eV

Atoms and positions in Å:
C: 0.990 5.529 -1.891
C: 0.632 4.111 -1.084
C: 0.310 2.683 -1.878
C: 0.314 2.763 -3.544
C: -1.028 3.684 -3.928
O: -1.955 4.049 -3.013
Br: -1.381 4.337 -5.821
C: 0.000 1.260 -1.059
C: -0.279 -0.184 -1.845
C: 1.105 -0.673 -2.646
O: 0.981 -2.008 -3.253
Si: 1.832 -2.128 -4.788
C: 3.696 -1.645 -4.725
C: 1.006 -1.171 -6.243
C: 1.782 -4.024 -5.299
C: -0.010 1.386 0.596
C: -0.342 0.118 1.596
O: -1.774 -0.209 1.525
C: -2.534 0.347 2.656
C: -2.223 0.129 4.250
C: -3.169 0.772 5.429
C: -4.538 1.672 5.111
C: -4.851 1.898 3.484
C: -3.884 1.259 2.284
C: 0.321 2.833 1.357
N: 0.351 3.160 2.840
S: 0.713 4.880 3.039
N: 0.921 5.497 1.396
C: 0.649 4.237 0.575
H: 1.863 6.071 -1.308
H: 0.031 6.191 -2.020
H: 1.429 5.257 -2.961
H: 0.084 1.696 -4.027
H: 1.306 3.205 -3.983
H: -0.455 -1.003 -1.003
H: -1.218 -0.143 -2.542
H: 1.980 -0.693 -1.837
H: 1.448 0.089 -3.469
H: 4.287 -2.254 -5.563
H: 4.222 -1.922 -3.694
H: 3.895 -0.501 -4.996
H: 1.046 0.004 -6.133
H: -0.089 -1.593 -6.371
H: 1.610 -1.436 -7.229
H: 1.254 -4.135 -6.364
H: 1.182 -4.630 -4.497
H: 2.873 -4.464 -5.422
H: 0.240 -0.878 1.290
H: 0.052 0.407 2.660
H: -1.274 -0.516 4.554
H: -2.934 0.606 6.578
H: -5.241 2.108 5.963
H: -5.838 2.521 3.241
H: -4.229 1.486 1.185
N: 3.333 -7.400 -7.660
C: 2.566 -6.563 -8.382
N: 1.888 -7.150 -9.384
O: 2.492 -5.367 -8.146
H: 3.407 -8.387 -7.839
H: 3.860 -6.999 -6.895
H: 1.299 -6.554 -9.952
H: 1.937 -8.132 -9.594
N: 0.281 5.412 8.322
C: 0.589 5.383 7.013
N: -0.239 4.635 6.261
O: 1.542 5.985 6.545
H: -0.500 4.923 8.726
H: 0.879 5.964 8.923
H: -0.043 4.586 5.270
H: -1.029 4.132 6.628
N: -6.384 -1.527 6.363
C: -5.745 -1.021 7.433
N: -5.844 -1.769 8.548
O: -5.126 0.030 7.396
H: -6.899 -2.391 6.374
H: -6.335 -0.995 5.504
H: -5.377 -1.424 9.376
H: -6.349 -2.637 8.597
N: 6.418 -5.716 -4.483
C: 6.261 -7.048 -4.581
N: 7.333 -7.767 -4.202
O: 5.230 -7.564 -4.983
H: 7.260 -5.273 -4.154
H: 5.635 -5.138 -4.758
H: 7.257 -8.774 -4.260
H: 8.191 -7.361 -3.869
N: -8.655 -1.317 9.946
C: -9.237 -2.530 9.965
N: -10.501 -2.535 10.424
O: -8.664 -3.543 9.596
H: -9.110 -0.472 10.246
H: -7.702 -1.268 9.608
H: -10.976 -3.428 10.454
H: -10.990 -1.712 10.732
N: 5.565 -0.687 -8.130
C: 6.354 -0.637 -7.041
N: 7.428 0.163 -7.166
O: 6.114 -1.266 -6.023
H: 5.746 -0.177 -8.978
H: 4.745 -1.278 -8.078
H: 8.048 0.229 -6.369
H: 7.642 0.689 -7.997
N: -10.303 3.634 9.455
C: -9.679 2.534 9.913
N: -8.447 2.755 10.407
O: -10.188 1.425 9.882
H: -9.901 4.556 9.473
H: -11.233 3.511 9.075
H: -7.942 1.954 10.762
H: -8.011 3.661 10.441
N: 8.750 3.819 -7.150
C: 9.758 3.025 -6.746
N: 10.371 3.430 -5.619
O: 10.090 2.019 -7.354
H: 8.462 4.651 -6.663
H: 8.262 3.550 -7.994
H: 11.136 2.860 -5.281
H: 10.112 4.255 -5.105



Formula: C29H57N12O17
Source: the Open Molecules 2025 dataset
Level of theory: wB97M-V/def2-TZVPD

Output
E_LUMO: -5.14 eV
energy above the lowest of the compared OMol25 structures with the same formula, charge and spin: 4.135 eV
HOMO energy: -0.3393 Eh
calculated total energy: -83636.310 eV
net charge: +1

Atoms and positions in Å:
C: -0.384 -1.644 -1.883
C: 0.370 -0.368 -2.146
C: -0.525 0.953 -2.406
C: -1.048 1.492 -1.137
C: 0.167 1.854 -0.214
C: 1.007 0.702 0.190
N: 1.405 -0.061 -1.050
O: 2.618 -0.407 -1.138
C: 0.326 -0.214 1.238
C: 2.256 1.221 0.811
C: 1.296 -0.655 -3.483
H: 0.118 -2.163 -0.877
H: -0.593 -2.119 -2.627
H: -1.215 -1.459 -1.446
H: -1.238 0.613 -3.051
H: 0.063 1.693 -2.808
H: -1.843 0.753 -0.537
H: -1.362 2.537 -1.347
H: -0.297 2.373 0.541
H: 1.001 2.601 -0.811
H: -0.690 -0.553 0.729
H: -0.243 0.358 2.127
H: 1.032 -0.875 1.727
H: 2.676 0.504 1.482
H: 2.163 2.063 1.451
H: 3.039 1.869 0.108
H: 1.967 0.077 -3.802
H: 0.608 -0.878 -4.466
H: 1.798 -1.467 -3.538
N: 2.386 -5.474 2.020
C: 2.109 -4.897 0.765
C: 0.633 -4.919 0.430
C: 0.046 -5.605 1.626
C: 1.180 -5.825 2.670
H: 3.292 -5.545 2.512
H: 2.878 -4.640 0.342
H: 0.366 -4.477 -0.380
H: -1.013 -5.869 1.597
H: 1.163 -6.372 3.451
N: 0.425 -3.010 3.412
C: 1.445 -2.566 4.273
C: 0.814 -1.538 5.107
C: -0.610 -1.358 4.662
C: -0.787 -2.374 3.411
H: 0.462 -3.604 2.646
H: 2.443 -2.859 4.391
H: 0.969 -0.987 6.057
H: -1.302 -0.742 5.071
H: -1.647 -2.478 2.847
N: 1.723 -3.853 -7.037
C: 2.521 -3.947 -5.838
C: 1.691 -4.078 -4.631
C: 0.327 -4.268 -5.225
C: 0.362 -3.973 -6.727
H: 2.219 -3.531 -8.028
H: 3.657 -3.644 -5.975
H: 2.047 -4.378 -3.774
H: -0.511 -4.468 -4.672
H: -0.302 -3.957 -7.598
C: -1.104 3.160 5.034
N: -1.701 3.097 3.746
O: -2.432 4.007 3.373
O: -1.813 1.848 3.431
H: -1.654 2.968 5.935
H: -0.704 4.043 5.253
H: -0.286 2.470 5.194
C: 4.984 5.487 -2.077
N: 3.592 4.918 -1.894
O: 3.406 3.719 -2.135
O: 2.776 5.717 -1.823
H: 5.510 4.761 -2.763
H: 5.617 5.509 -1.105
H: 4.900 6.494 -2.390
C: -4.723 -2.979 -0.412
N: -3.284 -3.019 -0.307
O: -2.676 -3.827 -1.062
O: -2.701 -2.511 0.597
H: -4.786 -2.159 0.168
H: -4.923 -3.878 0.248
H: -4.985 -3.097 -1.498
C: 5.156 -1.219 1.904
N: 5.794 -2.464 1.455
O: 5.093 -3.348 1.023
O: 7.029 -2.612 1.547
H: 4.404 -0.741 1.263
H: 5.941 -0.423 2.069
H: 4.617 -1.488 2.810
C: -4.355 0.955 2.325
N: -4.375 -0.226 3.305
O: -5.011 -1.165 3.005
O: -3.719 -0.048 4.404
H: -5.223 0.714 1.662
H: -3.597 1.035 1.724
H: -4.605 1.797 2.934
C: 3.219 6.832 1.293
N: 2.708 5.419 1.404
O: 3.484 4.515 1.207
O: 1.623 5.234 1.851
H: 2.251 7.346 1.538
H: 3.861 7.062 0.431
H: 3.974 7.100 1.937
C: -4.917 1.309 -4.418
N: -4.413 0.441 -3.304
O: -4.660 0.661 -2.154
O: -3.639 -0.530 -3.695
H: -5.131 2.168 -3.998
H: -5.544 0.866 -5.104
H: -4.184 1.751 -4.852
C: -4.912 4.612 0.718
N: -4.199 3.745 -0.190
O: -3.390 2.940 0.221
O: -4.412 3.662 -1.484
H: -4.184 4.907 1.296
H: -5.523 3.762 1.157
H: -5.613 5.184 0.111



Formula: C29H58Br10O9
Source: the Open Molecules 2025 dataset
Level of theory: wB97M-V/def2-TZVPD

Output
<S²>: 0.757
multiplicity: 2
E_LUMO (alpha / beta): -4.02 / -8.23 eV
HOMO energy (alpha / beta): -0.4376 / -0.4376 Eh
calculated total energy: -749856.338 eV
net charge: +1

Atoms and positions in Å:
C: -0.600 0.447 0.290
C: 0.208 -0.760 -0.124
O: 1.410 -0.823 0.169
C: -0.485 -1.707 -0.968
H: 0.021 1.074 0.931
H: -1.503 0.260 0.871
H: -0.949 0.980 -0.594
H: -1.433 -2.044 -0.548
H: 0.241 -2.462 -1.270
H: -0.759 -1.204 -1.895
O: 2.051 5.364 -2.678
C: 1.897 4.204 -2.993
O: 0.788 3.371 -2.881
C: -0.404 3.848 -2.335
C: -1.185 4.822 -3.210
C: 2.950 3.428 -3.696
H: -0.164 4.504 -1.498
H: -1.076 3.043 -2.038
H: -0.642 5.657 -3.653
H: -2.166 5.110 -2.833
H: -1.381 4.297 -4.145
H: 3.135 2.413 -3.346
H: 3.930 3.899 -3.775
H: 2.612 3.306 -4.725
O: -2.982 0.381 -1.502
C: -4.167 0.284 -1.027
O: -4.893 -0.818 -0.954
C: -4.675 -1.980 -1.725
C: -4.223 -3.156 -0.830
C: -4.703 1.256 -0.031
H: -3.869 -1.833 -2.443
H: -5.590 -2.284 -2.233
H: -3.318 -2.781 -0.351
H: -3.936 -4.119 -1.252
H: -4.967 -3.295 -0.046
H: -4.034 2.116 -0.046
H: -4.690 0.773 0.946
H: -5.682 1.682 -0.248
O: 0.954 -4.523 -2.039
C: 1.142 -5.628 -1.613
O: 0.424 -6.794 -1.845
C: -0.685 -6.701 -2.731
C: -1.861 -5.934 -2.170
C: 2.381 -5.945 -0.774
H: -0.967 -7.744 -2.879
H: -0.469 -6.396 -3.755
H: -2.828 -6.078 -2.653
H: -1.718 -4.869 -1.987
H: -2.103 -6.306 -1.174
H: 2.418 -6.993 -0.475
H: 2.443 -5.366 0.148
H: 3.243 -5.663 -1.379
O: 4.153 6.209 4.012
C: 3.013 6.363 3.539
O: 2.336 5.296 3.018
C: 2.943 4.053 2.600
C: 1.985 3.211 1.696
C: 2.185 7.602 3.543
H: 3.081 3.407 3.467
H: 3.826 4.283 2.005
H: 2.584 2.314 1.534
H: 1.814 3.708 0.741
H: 1.053 2.946 2.194
H: 2.759 8.424 3.112
H: 1.828 7.931 4.519
H: 1.251 7.479 2.995
Br: 0.353 -0.719 4.000
C: 2.100 -0.359 3.073
C: 3.063 0.151 4.158
Br: 4.944 0.462 3.386
H: 2.020 0.244 2.169
H: 2.497 -1.299 2.690
H: 3.262 -0.499 5.010
H: 2.696 1.120 4.496
Br: 5.371 -3.534 0.310
C: 4.555 -2.073 -0.691
C: 4.525 -0.853 0.108
Br: 3.775 0.613 -0.864
H: 3.496 -2.120 -0.945
H: 5.183 -2.075 -1.581
H: 5.553 -0.528 0.269
H: 4.085 -0.885 1.104
Br: -3.831 -1.498 2.748
C: -3.214 -3.418 3.125
C: -1.752 -3.517 2.625
Br: -1.597 -5.307 1.629
H: -3.942 -4.094 2.677
H: -3.320 -3.569 4.200
H: -1.058 -3.356 3.450
H: -1.452 -2.761 1.900
Br: -2.534 2.461 2.374
C: -2.159 2.805 4.258
C: -1.023 3.886 4.499
Br: -0.258 3.500 6.239
H: -1.956 1.868 4.777
H: -3.050 3.239 4.711
H: -1.415 4.878 4.723
H: -0.230 4.034 3.765
Br: -2.421 -3.229 -5.207
C: -1.620 -1.451 -4.943
C: -0.075 -1.669 -4.864
Br: 0.761 0.174 -4.663
H: -2.039 -0.992 -4.047
H: -1.932 -0.782 -5.745
H: 0.333 -2.080 -5.788
H: 0.351 -2.311 -4.094



Formula: C29H58ClNO16P4
Source: the Open Molecules 2025 dataset
Level of theory: wB97M-V/def2-TZVPD

Output
SMILES string: CC(C)=NC1=C(CCO)C(=O)C=C(P(O)Cl)C1=O.CCOP(=O)(OCC)OCC.CCOP(=O)(OCC)OCC.CCOP(=O)(OCC)OCC
E_LUMO: -0.67 eV
HOMO energy: -0.2826 Eh
calculated total energy: -114940.500 eV

Atoms and positions in Å:
C: 0.334 -2.720 -0.809
C: -0.890 -2.036 -1.350
C: -1.539 -2.544 -2.616
N: -1.325 -0.993 -0.724
C: -2.539 -1.053 -0.088
C: -3.266 0.045 0.196
C: -2.821 1.421 -0.198
C: -3.469 1.772 -1.595
O: -4.256 0.659 -2.066
C: -4.550 -0.126 0.921
O: -4.928 0.613 1.801
C: -5.345 -1.347 0.487
C: -4.642 -2.431 0.186
P: -5.557 -3.928 -0.386
O: -6.377 -3.324 -1.691
Cl: -4.200 -5.220 -1.254
C: -3.144 -2.354 0.344
O: -2.512 -3.271 0.818
H: 0.165 -3.043 0.213
H: 0.640 -3.523 -1.479
H: 1.151 -1.992 -0.803
H: -0.811 -3.052 -3.246
H: -2.382 -3.191 -2.360
H: -1.871 -1.666 -3.168
H: -1.744 1.429 -0.340
H: -3.184 2.131 0.542
H: -4.158 2.611 -1.524
H: -2.697 1.932 -2.345
H: -5.152 0.957 -2.219
H: -6.429 -1.307 0.437
H: -6.796 -2.497 -1.426
C: -2.390 8.127 -0.954
C: -3.743 7.859 -1.589
O: -3.680 7.911 -3.010
P: -3.116 6.628 -3.888
O: -3.862 5.529 -3.182
O: -4.089 6.760 -5.214
C: -4.710 5.597 -5.773
C: -6.170 5.526 -5.369
O: -1.955 7.490 -4.618
C: -2.151 8.866 -4.990
C: -1.342 9.788 -4.079
H: -1.629 7.451 -1.351
H: -2.443 8.002 0.128
H: -2.066 9.147 -1.161
H: -4.142 6.903 -1.248
H: -4.452 8.627 -1.278
H: -4.178 4.694 -5.476
H: -4.628 5.676 -6.858
H: -6.298 5.703 -4.302
H: -6.594 4.551 -5.616
H: -6.745 6.293 -5.890
H: -3.203 9.132 -4.993
H: -1.796 8.951 -6.017
H: -0.871 9.239 -3.269
H: -1.974 10.566 -3.651
H: -0.552 10.291 -4.639
C: 5.376 -5.934 0.736
C: 4.968 -4.473 0.824
O: 5.958 -3.634 0.225
P: 5.935 -3.445 -1.405
O: 4.481 -3.225 -1.654
O: 6.473 -1.892 -1.539
C: 5.809 -0.973 -2.412
C: 4.918 -0.034 -1.621
O: 7.412 -4.016 -1.712
C: 8.509 -3.774 -0.813
C: 8.886 -5.055 -0.070
H: 5.597 -6.219 -0.296
H: 4.582 -6.577 1.118
H: 6.274 -6.116 1.327
H: 3.986 -4.319 0.378
H: 4.889 -4.182 1.872
H: 5.238 -1.505 -3.173
H: 6.582 -0.402 -2.930
H: 4.307 -0.577 -0.900
H: 4.259 0.528 -2.285
H: 5.522 0.676 -1.055
H: 8.289 -2.964 -0.125
H: 9.340 -3.447 -1.438
H: 8.188 -5.861 -0.281
H: 8.909 -4.888 1.007
H: 9.880 -5.396 -0.362
C: -1.633 -3.831 3.775
C: -0.896 -2.501 3.795
O: -0.074 -2.400 4.963
P: 1.397 -3.131 5.009
O: 1.974 -2.754 3.682
O: 2.250 -2.061 5.939
C: 3.572 -1.669 5.558
C: 3.560 -0.290 4.927
O: 1.093 -4.015 6.333
C: 0.307 -3.496 7.419
C: -1.064 -4.171 7.458
H: -0.934 -4.666 3.874
H: -2.202 -3.958 2.854
H: -2.331 -3.881 4.613
H: -0.315 -2.362 2.883
H: -1.615 -1.682 3.837
H: 4.015 -2.402 4.885
H: 4.180 -1.656 6.465
H: 2.772 -0.201 4.179
H: 4.518 -0.070 4.453
H: 3.368 0.472 5.683
H: 0.218 -2.416 7.366
H: 0.863 -3.727 8.327
H: -1.215 -4.822 6.601
H: -1.863 -3.430 7.478
H: -1.171 -4.780 8.357



Q: What is the calculated total energy in the first record?
A: -169084.363 eV